[1]
This record from OMol25 describes a structure of composition C10H8O2. The level of theory is ωB97M-V/def2-TZVPD.

Last column: natural (NBO) charge in e.
Geometry (Å):
C (1.29630, -1.72766, 0.55988)  0.303
C (-0.05601, -2.17471, 0.54374)  -0.318
C (-0.97991, -1.31999, -0.00108)  0.347
C (-0.63365, 0.03311, -0.26122)  -0.213
C (-1.47965, 1.05712, -0.66544)  -0.149
C (-1.19132, 2.40448, -0.82173)  -0.246
C (0.16896, 2.70154, -0.70797)  -0.213
C (1.07897, 1.76965, -0.41523)  -0.215
C (0.63932, 0.43372, -0.05134)  0.075
C (1.62988, -0.46668, 0.37949)  -0.302
H (1.91206, -3.45377, 1.37815)  0.479
H (-0.43959, -3.18797, 0.91378)  0.234
H (-3.11741, -1.17365, 0.39650)  0.479
H (-2.56478, 0.78203, -0.93816)  0.198
H (-1.92906, 3.21736, -1.00670)  0.230
H (0.62534, 3.76414, -0.64654)  0.215
H (2.17581, 2.10270, -0.33410)  0.221
H (2.75064, -0.26614, 0.64868)  0.236
O (2.33235, -2.57258, 0.97845)  -0.682
O (-2.21825, -1.92271, 0.05084)  -0.679

Atoms 1-3, force components in eV/Å:
C 0.0 -3.4 1.9
C 0.2 -0.7 -0.7
C -0.4 -1.2 2.2

The HOMO energy is -0.2921 Eh. The energy above the lowest of the compared OMol25 structures with the same formula, charge and spin is 65.14 kcal per mole. The calculation puts the total energy at -14592.2147 eV. The gap between HOMO and LUMO comes out at 8.17 eV. Its spin multiplicity is 1. The calculation puts the strongest force on any atom at 6.3 eV Å⁻¹.

=====

[2]
This record from OMol25 describes a structure of composition C10H8O2. The level of theory is ωB97M-V/def2-TZVPD.

Last column: natural (NBO) charge in e.
Geometry (Å):
C (-0.21122, -0.83791, 1.27554)  0.330
C (0.84689, -0.75164, 2.15524)  -0.285
C (1.76792, 0.28580, 1.78134)  -0.177
C (1.41112, 1.26177, 0.75672)  -0.169
C (0.63684, 0.94101, -0.27592)  -0.085
C (0.33717, 1.58699, -1.43213)  -0.222
C (-0.28772, 1.13517, -2.50409)  -0.196
C (-1.13268, -0.01996, -2.30918)  -0.272
C (-0.93554, -0.83044, -1.09242)  0.346
C (-0.19572, -0.20644, 0.05337)  -0.164
H (-1.77868, -1.69290, 2.82806)  0.511
H (0.87576, -1.06206, 3.13828)  0.222
H (2.58880, 0.48108, 2.51526)  0.216
H (1.96437, 2.43698, 1.11811)  0.217
H (0.78159, 2.64547, -1.23766)  0.212
H (-0.32441, 1.49899, -3.59540)  0.234
H (-1.58726, -0.67352, -3.10647)  0.228
H (-1.63720, -2.52701, -0.43855)  0.499
O (-1.36295, -1.69651, 1.67242)  -0.772
O (-1.75706, -1.97488, -1.30253)  -0.673

Atoms 1-3, force components in eV/Å:
C -1.3 -2.6 3.9
C 0.4 3.0 -3.3
C -1.2 1.6 0.1

The HOMO energy is -0.2776 Eh. The energy above the lowest of the compared OMol25 structures with the same formula, charge and spin is 138.70 kcal per mole. The calculation puts the total energy at -14589.0249 eV. The gap between HOMO and LUMO comes out at 7.53 eV. Its spin multiplicity is 1. The calculation puts the strongest force on any atom at 9.0 eV Å⁻¹.

=====

[3]
This record from OMol25 describes an isolated molecule of C10H9BrO. The level of theory is ωB97M-V/def2-TZVPD.

Last column: natural (NBO) charge in e.
Geometry (Å):
O (-1.19655, 2.98970, 1.96783)  -0.412
C (-1.10878, 1.92555, 1.56862)  0.772
C (-0.72013, 0.78067, 0.98356)  -0.362
C (-1.49614, -0.21320, 1.62571)  -0.123
C (-2.17344, -1.20174, 1.03659)  -0.306
C (-1.99397, -1.40799, -0.33373)  -0.195
C (-1.23794, -0.60939, -1.07734)  -0.225
C (-0.25101, 0.36383, -0.47596)  -0.254
C (1.29372, -0.12715, -0.31535)  0.021
Br (1.83066, -1.55009, 1.08778)  -0.034
C (2.45337, 0.89322, -0.34710)  -0.432
C (2.33748, -0.18305, -1.45725)  -0.440
H (-1.64362, -0.07153, 2.69504)  0.207
H (-2.87636, -1.85444, 1.52856)  0.222
H (-2.46597, -2.25079, -0.98433)  0.224
H (-1.25096, -0.77568, -2.25848)  0.220
H (-0.20410, 1.41708, -0.90516)  0.243
H (3.22934, 0.84374, 0.33327)  0.228
H (2.15941, 1.78934, -0.72559)  0.203
H (2.24909, 0.16288, -2.43018)  0.217
H (3.06589, -0.92095, -1.51647)  0.225

Atoms 1-3, force components in eV/Å:
O -0.8 1.3 1.3
C 2.6 -0.8 -3.0
C -0.8 -0.5 -0.8

The HOMO energy (alpha / beta) is -0.2875 / -0.2875 Eh. The energy above the lowest of the compared OMol25 structures with the same formula, charge and spin is 87.42 kcal per mole. The calculation puts the total energy at -82601.0758 eV. The gap between HOMO and LUMO (alpha / beta) comes out at 7.98 / 7.98 eV. Its spin multiplicity is 1. The calculation puts the strongest force on any atom at 4.2 eV Å⁻¹.

=====

[4]
This record from OMol25 describes a structure of composition C10H9Cl2InN2O6. The level of theory is ωB97M-V/def2-TZVPD.

Last column: natural (NBO) charge in e.
Geometry (Å):
In (0.32460, 0.19686, -0.23339)  1.328
N (-1.40952, 0.91481, -1.69666)  -0.855
C (-1.70759, -0.25605, -2.53667)  -0.351
C (-0.48518, -1.16185, -2.71249)  0.768
O (-0.33741, -1.76261, -3.75276)  -0.605
O (0.29508, -1.26055, -1.66885)  -0.856
H (-2.17537, 1.17826, -1.08839)  0.406
H (-1.13223, 1.72090, -2.24038)  0.395
H (-2.05643, 0.01604, -3.53001)  0.220
H (-2.46480, -0.86038, -2.03704)  0.233
O (1.55039, -4.11654, 5.41176)  -0.468
C (2.57227, -3.78874, 4.87947)  0.836
O (3.76709, -3.84955, 4.81776)  -0.493
C (2.05434, -2.74914, 3.47841)  0.118
C (3.04874, -2.25632, 2.66183)  -0.269
C (2.62131, -1.44872, 1.62384)  0.065
N (1.33028, -1.16437, 1.43416)  -0.485
C (0.40299, -1.66480, 2.24305)  0.127
C (0.72306, -2.49468, 3.31740)  -0.240
C (-1.05012, -1.28689, 1.97112)  0.755
O (-1.90659, -1.78360, 2.66988)  -0.596
O (-1.22276, -0.44953, 1.00405)  -0.830
H (4.09098, -2.48356, 2.81854)  0.266
H (3.32930, -1.01943, 0.92656)  0.219
H (-0.06604, -2.88133, 3.94256)  0.292
Cl (0.24079, 2.42340, 1.92301)  -0.038
C (0.13792, 3.94565, 2.85424)  -0.387
Cl (-0.79035, 5.17719, 2.00516)  -0.011
H (1.14717, 4.30821, 3.00019)  0.225
H (-0.35489, 3.71924, 3.79120)  0.228

Atoms 1-3, force components in eV/Å:
In 0.4 0.3 -0.2
N 0.0 0.0 0.3
C 0.1 0.0 -0.1

The HOMO energy (alpha / beta) is -0.3539 / -0.2908 Eh. The energy above the lowest of the compared OMol25 structures with the same formula, charge and spin is 0.00 kcal per mole. The calculation puts the total energy at -55998.7375 eV. The gap between HOMO and LUMO (alpha / beta) comes out at 8.01 / 4.36 eV. Its spin multiplicity is 1. The calculation puts the strongest force on any atom at 0.6 eV Å⁻¹.

=====

[5]
This record from OMol25 describes a structure of composition C10H9Cl3GeN2O6S3V. The level of theory is ωB97M-V/def2-TZVPD.

Last column: natural (NBO) charge in e.
Geometry (Å):
V (0.16156, -0.12159, -0.89973)  0.879
O (3.57489, 3.79642, 0.69756)  -0.657
C (4.30965, 2.78233, 0.21713)  0.460
C (5.69627, 2.89050, 0.32849)  -0.293
C (6.50794, 1.88624, -0.14919)  -0.123
C (5.96972, 0.74347, -0.75024)  -0.247
C (4.60785, 0.62560, -0.86648)  -0.123
C (3.75633, 1.63763, -0.38788)  -0.273
C (2.32986, 1.49376, -0.52297)  0.580
O (1.85896, 0.38119, -1.13131)  -0.551
N (1.44508, 2.33866, -0.10398)  -0.403
N (0.17196, 1.87763, -0.40696)  -0.364
C (-0.75888, 2.79035, -0.33559)  -0.044
S (-0.47747, 4.37219, 0.27083)  0.457
C (-2.16977, 4.96153, -0.03499)  -0.541
C (-3.11231, 3.77689, 0.06707)  -0.528
S (-2.36268, 2.43665, -0.89666)  0.412
H (2.62736, 3.60728, 0.59191)  0.503
H (6.10399, 3.77636, 0.79522)  0.241
H (7.58121, 1.98605, -0.05500)  0.231
H (6.61840, -0.03766, -1.11919)  0.233
H (4.17455, -0.24905, -1.33064)  0.228
H (-2.20514, 5.42409, -1.02021)  0.245
H (-2.39538, 5.71219, 0.72047)  0.266
H (-4.08582, 3.99065, -0.37083)  0.267
H (-3.23610, 3.44297, 1.09693)  0.250
Cl (-0.91784, 0.01562, -2.68880)  0.021
Ge (-1.91672, -0.14542, 0.61356)  1.334
Cl (-2.09687, 1.11442, 2.31216)  -0.330
Cl (-3.78242, -0.82495, -0.07950)  -0.299
O (0.74937, -0.52176, 1.06075)  -0.877
S (0.15291, -1.89652, 1.03244)  2.577
O (-1.26246, -1.74602, 1.52906)  -0.963
O (-0.06406, -1.92581, -0.55213)  -0.771
O (0.88227, -2.97900, 1.53246)  -0.796

Atoms 1-3, force components in eV/Å:
V 0.5 0.0 -0.2
O 0.0 0.0 0.0
C 0.0 0.1 0.0

The HOMO energy (alpha / beta) is -0.4216 / -0.4216 Eh. The energy above the lowest of the compared OMol25 structures with the same formula, charge and spin is 0.00 kcal per mole. The calculation puts the total energy at -178054.9835 eV. The gap between HOMO and LUMO (alpha / beta) comes out at 5.24 / 5.25 eV. As for the total charge: +1. Its spin multiplicity is 1. The calculation puts the strongest force on any atom at 1.2 eV Å⁻¹.